#w
ORCA calculation (wB97M-V/def2-TZVPD) on a cluster of 2 separate species, C4H10N3 in total.

```
17
Properties=species:S:1:pos:R:3:lowdin_charge:R:1
C -0.499 -0.837 -1.383 -0.28
C -0.685 2.346 1.483 -0.04
C 0.125 -3.216 -1.818 -0.11
C 0.123 1.150 1.616 -0.08
N 0.009 -1.847 -1.701 0.07
N -0.569 0.307 -0.953 0.11
N 1.334 1.295 1.130 0.20
H -0.844 2.647 2.446 0.07
H -1.746 2.072 1.205 0.13
H -0.068 -3.790 -0.915 0.08
H 1.174 -3.528 -2.025 0.10
H -0.151 0.315 2.220 0.15
H -0.151 3.057 0.765 0.14
H -1.226 1.020 -1.241 0.07
H 1.729 2.160 0.815 0.14
H -0.518 -3.656 -2.584 0.10
H 1.963 0.506 0.942 0.16
```

Output
orbital gap	8.07	eV
molar mass	100.1	g/mol
2S+1	1
net charge	+1
LUMO	-4.67	eV


#x
ORCA calculation (wB97M-V/def2-TZVPD) on the ion C4H10N3 with charge +1.

```
17
Properties=species:S:1:pos:R:3:lowdin_charge:R:1
C -0.831 2.013 0.083 0.03
C 0.168 0.875 0.044 -0.33
N 1.406 1.090 -0.051 0.11
C 2.082 -0.144 -0.072 -0.08
N 0.934 -1.225 0.090 0.17
N -0.308 -0.420 0.254 -0.06
C -1.483 -1.152 -0.051 -0.01
H -1.448 2.200 -0.774 0.10
H -0.363 2.903 0.160 0.06
H -1.647 1.932 0.732 0.07
H 2.487 -0.430 -1.084 0.15
H 2.836 -0.117 0.828 0.18
H 0.681 -1.830 -0.621 0.13
H 1.009 -1.860 0.857 0.17
H -1.345 -1.487 -1.017 0.08
H -1.759 -1.911 0.567 0.07
H -2.419 -0.437 0.058 0.17
```

Output
orbital gap	10.52	eV
structure (SMILES)	CC1=NC[NH2+]N1C
molar mass	100.1	g/mol
2S+1	1
net charge	+1
LUMO	-3.51	eV


Most stable of them? #w.


#w
ORCA calculation (wB97M-V/def2-TZVPD) on a cluster of 2 separate species, C4H10N3 in total.

```
17
Properties=species:S:1:pos:R:3:lowdin_charge:R:1
C 0.985 -1.316 0.410 0.04
C -0.297 -1.431 0.273 -0.13
C 1.462 -0.068 -0.409 -0.36
C -2.172 0.735 0.446 0.26
N 0.250 0.342 -1.176 0.06
N 2.057 0.898 0.449 0.09
N -0.851 -0.470 -0.579 -0.03
H 1.510 -1.913 1.195 0.15
H -0.894 -2.195 0.704 0.13
H 2.182 -0.437 -1.141 0.15
H -1.555 1.381 0.935 0.03
H -2.540 1.271 -0.397 0.06
H -2.643 -0.089 0.900 0.06
H -0.029 1.285 -1.455 0.14
H 2.382 1.711 -0.116 0.12
H 1.712 1.119 1.278 0.02
H -1.560 -0.823 -1.319 0.21
```

Output
orbital gap (alpha / beta)	8.61 / 8.61	eV
molar mass	100.1	g/mol
2S+1	1
net charge	+1
LUMO (alpha / beta)	-4.87 / -4.87	eV


#x
ORCA calculation (wB97M-V/def2-TZVPD) on a structure of composition C4H10N3.

```
17
Properties=species:S:1:pos:R:3:lowdin_charge:R:1
C 1.635 0.156 -0.018 -0.32
C 0.235 0.047 0.621 -0.14
C -2.134 -0.204 -0.317 -0.07
C -0.911 0.699 -0.090 -0.17
N 1.737 -1.108 -0.230 0.14
N 2.401 1.218 -0.155 0.27
N 0.428 -1.391 0.212 0.08
H 0.434 0.134 1.668 0.16
H -1.996 -0.951 -1.196 0.12
H -3.122 0.282 -0.479 0.11
H -2.274 -0.789 0.522 0.05
H -1.322 1.444 0.522 0.11
H -0.478 1.132 -0.973 0.12
H 1.989 2.020 0.099 0.09
H 3.256 1.073 -0.551 0.11
H 0.391 -2.260 0.830 0.23
H -0.270 -1.501 -0.464 0.11
```

Output
orbital gap	11.48	eV
molar mass	100.1	g/mol
2S+1	1
net charge	+1
LUMO	-3.14	eV


#y
ORCA calculation (wB97M-V/def2-TZVPD) on a cluster of 2 separate species, C4H10N3 in total.

```
17
Properties=species:S:1:pos:R:3:lowdin_charge:R:1
C 1.519 -2.587 1.015 0.10
C 0.807 -1.449 1.173 -0.13
C -1.644 0.662 -0.697 -0.03
C -0.098 -1.042 0.158 -0.06
N -0.934 -0.021 0.294 -0.04
N 1.009 1.696 -0.424 0.05
N 0.030 1.940 -1.201 -0.06
H 2.365 -2.883 1.785 0.14
H 1.376 -3.220 0.224 0.04
H 0.946 -0.845 2.027 0.10
H -2.042 0.198 -1.658 0.12
H -2.174 1.562 -0.273 0.10
H -0.138 -1.545 -0.807 0.15
H -0.772 0.620 1.105 0.18
H 0.895 2.253 0.361 0.04
H 0.054 1.578 -2.166 0.15
H -0.595 2.731 -1.028 0.14
```

Output
orbital gap (alpha / beta)	7.00 / 7.22	eV
molar mass	100.1	g/mol
2S+1	1
net charge	+1
LUMO (alpha / beta)	-4.86 / -4.93	eV


#z
ORCA calculation (wB97M-V/def2-TZVPD) on the ion C4H10N3 with charge +1.

```
17
Properties=species:S:1:pos:R:3:lowdin_charge:R:1
C 3.491 -0.383 0.091 0.14
C 2.238 -0.204 -0.411 -0.12
C 1.083 0.270 0.246 -0.05
N -0.136 0.440 -0.165 0.11
C -1.385 0.844 0.469 -0.21
N -2.461 0.302 -0.249 -0.16
N -2.442 -1.077 -0.253 0.00
H 4.495 -0.507 -0.296 0.09
H 3.605 -0.330 1.183 0.09
H 2.125 -0.505 -1.523 0.15
H 1.296 0.462 1.251 0.13
H -0.085 0.377 -1.207 0.19
H -1.218 0.517 1.582 0.17
H -1.590 1.861 0.306 0.12
H -3.350 0.777 -0.018 0.15
H -2.415 -1.436 -1.227 0.11
H -3.251 -1.410 0.219 0.08
```

Output
orbital gap	7.87	eV
structure (SMILES)	C=C/C=[NH+]/CNN
molar mass	100.1	g/mol
2S+1	1
net charge	+1
LUMO	-5.29	eV


Most stable of them? #x.


#w
ORCA calculation (wB97M-V/def2-TZVPD) on the ion C4H10N3 with charge +1.

```
17
Properties=species:S:1:pos:R:3:lowdin_charge:R:1
N 1.763 0.076 1.021 0.11
C 1.444 -0.132 -0.273 -0.11
C 0.144 -0.749 -0.984 -0.26
N -0.769 -1.395 -0.226 0.01
C -1.471 -0.423 0.550 -0.14
C -0.872 0.995 0.275 -0.04
N 0.059 0.730 -0.942 0.03
H 2.319 0.960 1.132 0.15
H 1.542 -0.369 1.894 0.13
H 2.186 0.064 -1.040 0.14
H 0.481 -1.135 -2.035 0.20
H -1.355 -2.157 -0.648 0.18
H -1.468 -0.592 1.541 0.09
H -2.458 -0.412 0.197 0.11
H -1.491 1.841 0.213 0.11
H -0.028 1.270 0.997 0.12
H -0.024 1.428 -1.673 0.17
```

Output
orbital gap	10.77	eV
structure (SMILES)	N[C@H]1[C@H]2NCC[N@H+]21
molar mass	100.1	g/mol
2S+1	1
net charge	+1
LUMO	-2.90	eV


#x
ORCA calculation (wB97M-V/def2-TZVPD) on the ion C4H10N3 with charge +1.

```
17
Properties=species:S:1:pos:R:3:lowdin_charge:R:1
C 1.216 1.806 0.498 0.11
N 0.830 0.626 0.418 0.10
C 0.250 -0.264 -0.323 -0.25
C -1.155 0.143 -0.655 -0.13
C -1.939 0.437 0.641 -0.04
N 0.669 -1.538 -0.499 0.05
N 1.851 -2.032 -0.061 0.11
H 1.150 2.515 -0.322 0.12
H 1.365 2.129 1.555 0.13
H -1.675 -0.522 -1.298 0.12
H -1.096 1.018 -1.210 0.10
H -1.982 -0.575 1.177 0.13
H -1.582 1.204 1.222 0.04
H -2.951 0.718 0.444 0.08
H 0.264 -1.968 -1.284 0.16
H 2.352 -1.377 0.489 0.10
H 2.433 -2.319 -0.790 0.10
```

Output
orbital gap	9.07	eV
structure (SMILES)	C=N/C(CC)=[NH+]\N
molar mass	100.1	g/mol
2S+1	1
net charge	+1
LUMO	-4.68	eV


#y
ORCA calculation (wB97M-V/def2-TZVPD) on a cluster of 2 separate species, C4H10N3 in total.

```
17
Properties=species:S:1:pos:R:3:lowdin_charge:R:1
C 4.412 -0.423 1.087 -0.07
C 0.192 -1.075 -0.977 0.00
C 0.126 1.364 -1.074 0.16
C -0.924 0.178 0.843 -0.17
N 3.518 -0.310 0.395 0.04
N -2.318 0.405 0.661 0.09
N -0.147 0.268 -0.492 -0.14
H 5.319 -0.645 1.676 0.09
H 0.491 -1.158 -1.962 0.07
H -0.773 -1.614 -0.836 0.12
H 1.096 -1.438 -0.381 0.12
H 0.780 1.333 -1.971 0.13
H -0.157 2.433 -0.709 0.16
H -0.484 0.779 1.564 0.11
H -0.590 -0.830 1.203 0.14
H -2.707 1.319 0.610 0.09
H -2.886 -0.284 0.326 0.05
```

Output
orbital gap	9.78	eV
molar mass	100.1	g/mol
2S+1	1
net charge	+1
LUMO	-4.32	eV


#z
ORCA calculation (wB97M-V/def2-TZVPD) on a cluster of 2 separate species, C4H10N3 in total.

```
17
Properties=species:S:1:pos:R:3:lowdin_charge:R:1
C 1.041 0.139 2.783 -0.06
C -0.718 0.493 1.420 -0.10
C 0.606 0.187 1.505 -0.27
C 1.601 -0.177 0.454 -0.02
N 1.359 -0.151 3.858 0.30
N -1.354 0.638 0.272 0.15
N -0.904 -0.261 -2.197 0.07
H -1.190 0.585 2.355 0.13
H 1.579 0.641 -0.185 0.06
H 1.402 -1.164 0.136 0.09
H 2.665 -0.026 0.769 0.12
H 1.219 -0.850 4.615 0.17
H -0.951 0.263 -0.747 0.08
H -2.308 0.745 0.208 0.08
H -1.425 0.359 -2.878 0.11
H -1.248 -1.150 -2.342 0.03
H 0.075 -0.296 -2.424 0.06
```

Output
orbital gap	9.30	eV
molar mass	100.1	g/mol
2S+1	1
net charge	+1
LUMO	-3.66	eV


Most stable of them? #z.


#w
ORCA calculation (wB97M-V/def2-TZVPD) on the molecule C6H14.

```
20
Properties=species:S:1:pos:R:3:lowdin_charge:R:1
C -1.835 0.937 0.056 -0.07
C -0.740 -0.115 0.299 -0.43
C -0.950 -1.364 -0.553 -0.08
C 0.683 0.467 0.307 -0.43
C 1.589 -0.426 1.151 -0.08
C 1.270 0.707 -1.082 -0.08
H -1.477 1.973 0.006 0.08
H -2.486 0.749 -0.806 0.08
H -2.425 0.828 0.958 0.07
H -0.905 -0.452 1.336 0.12
H -0.706 -1.215 -1.611 0.08
H -2.004 -1.662 -0.498 0.08
H -0.351 -2.193 -0.164 0.07
H 0.610 1.442 0.814 0.13
H 1.713 -1.409 0.681 0.08
H 1.149 -0.584 2.144 0.08
H 2.580 0.017 1.282 0.08
H 0.620 1.343 -1.696 0.08
H 2.247 1.198 -1.007 0.08
H 1.417 -0.240 -1.614 0.07
```

Output
orbital gap	11.84	eV
structure (SMILES)	CC(C)C(C)C
molar mass	86.2	g/mol
2S+1	1
net charge	0
LUMO	1.15	eV


#x
ORCA calculation (wB97M-V/def2-TZVPD) on the molecule C6H14.

```
20
Properties=species:S:1:pos:R:3:lowdin_charge:R:1
C -2.755 -0.319 0.212 -0.15
C -1.506 0.449 -0.270 -0.31
C -0.342 -0.603 -0.154 -0.23
C 1.127 -0.073 -0.450 -0.46
C 2.251 -0.968 0.179 -0.13
C 1.288 1.388 0.163 -0.13
H -3.654 0.501 0.213 0.11
H -2.817 -1.188 -0.422 0.05
H -2.694 -0.632 1.354 0.10
H -1.158 1.389 0.230 0.08
H -1.674 0.778 -1.352 0.12
H -0.391 -1.127 0.878 0.12
H -0.590 -1.410 -0.960 0.13
H 1.243 -0.098 -1.590 0.14
H 3.287 -0.317 0.186 0.10
H 2.469 -1.896 -0.501 0.09
H 1.896 -1.153 1.275 0.09
H 0.687 2.200 -0.460 0.09
H 0.863 1.420 1.255 0.10
H 2.470 1.657 0.214 0.10
```

Output
orbital gap	11.76	eV
structure (SMILES)	CCCC(C)C
molar mass	86.2	g/mol
2S+1	1
net charge	0
LUMO	1.15	eV


Most stable of them? #w.


#w
ORCA calculation (wB97M-V/def2-TZVPD) on the molecule C6H14.

```
20
Properties=species:S:1:pos:R:3:lowdin_charge:R:1
C -0.943 -0.909 -1.553 -0.10
C 0.039 -0.811 -0.399 -0.28
C 1.585 -0.038 -1.055 -0.04
C -0.525 -0.090 0.835 -0.43
C 0.500 -0.058 1.962 -0.09
C -1.033 1.330 0.516 -0.08
H -1.926 -1.329 -1.278 0.08
H -1.148 0.098 -1.948 0.07
H -0.548 -1.521 -2.366 0.07
H 0.950 -1.375 -0.354 0.06
H 1.278 0.981 -1.163 0.03
H 1.850 -0.493 -2.029 0.06
H 2.513 -0.095 -0.432 0.07
H -1.406 -0.649 1.210 0.14
H 1.363 0.553 1.673 0.07
H 0.855 -1.072 2.179 0.08
H 0.080 0.369 2.878 0.08
H -1.849 1.331 -0.216 0.07
H -1.409 1.822 1.422 0.08
H -0.225 1.957 0.119 0.07
```

Output
orbital gap	9.80	eV
structure (SMILES)	CC(C)C(C)C
molar mass	86.2	g/mol
2S+1	1
net charge	0
LUMO	1.14	eV


#x
ORCA calculation (wB97M-V/def2-TZVPD) on a cluster of 2 separate species, C6H14 in total.

```
20
Properties=species:S:1:pos:R:3:lowdin_charge:R:1
C 0.586 2.178 3.512 -0.03
C 1.536 2.044 2.596 -0.25
C 1.882 3.013 1.485 -0.11
H 0.321 1.361 4.172 0.04
H 0.161 3.126 3.841 0.06
H 2.294 1.286 2.764 0.09
H 2.824 2.580 1.152 0.06
H 2.123 4.048 1.749 0.07
H 1.102 2.975 0.740 0.07
C -0.721 -0.890 -1.470 -0.13
C -0.765 -2.110 -2.385 -0.33
C -1.909 -3.145 -2.186 -0.11
H -0.245 -1.231 -0.543 0.07
H -0.177 -0.069 -1.926 0.07
H -1.746 -0.662 -1.154 0.06
H -0.934 -1.860 -3.439 0.09
H 0.244 -2.535 -2.366 0.09
H -1.551 -4.033 -1.664 0.06
H -2.266 -3.408 -3.180 0.06
H -2.759 -2.669 -1.699 0.06
```

Output
orbital gap	10.45	eV
structure (SMILES)	C=CC.CCC
molar mass	86.2	g/mol
2S+1	1
net charge	0
LUMO	1.08	eV


Most stable of them? #x.


#w
ORCA calculation (wB97M-V/def2-TZVPD) on the molecule C6H14.

```
20
Properties=species:S:1:pos:R:3:lowdin_charge:R:1
C 2.560 0.054 -0.297 -0.11
C 1.307 -0.644 0.247 -0.22
C -0.064 0.074 0.263 -0.41
C -0.069 1.478 -0.326 -0.08
C -1.194 -0.822 -0.259 -0.25
C -2.536 -0.458 0.369 -0.11
H 2.950 0.760 0.442 0.07
H 3.346 -0.686 -0.485 0.07
H 2.414 0.606 -1.233 0.07
H 1.218 -1.657 -0.165 0.10
H 1.417 -0.774 1.323 0.10
H -0.282 0.223 1.346 0.13
H -0.974 2.002 -0.006 0.07
H 0.790 2.046 0.047 0.07
H -0.033 1.486 -1.422 0.08
H -0.961 -1.869 -0.018 0.10
H -1.252 -0.765 -1.356 0.11
H -2.806 0.583 0.159 0.07
H -3.345 -1.099 0.005 0.07
H -2.476 -0.571 1.459 0.08
```

Output
orbital gap	11.68	eV
structure (SMILES)	CCC(C)CC
molar mass	86.2	g/mol
2S+1	1
net charge	0
LUMO	1.18	eV


#x
ORCA calculation (wB97M-V/def2-TZVPD) on a cluster of 2 separate species, C6H14 in total.

```
20
Properties=species:S:1:pos:R:3:lowdin_charge:R:1
C 2.610 0.070 -0.379 -0.11
C 1.275 -0.631 -0.360 -0.18
C 0.088 -0.019 -0.283 -0.41
C -0.023 1.483 -0.258 -0.07
C -1.199 -0.830 -0.253 -0.23
C -2.438 -0.232 0.430 -0.12
H 2.791 0.642 0.544 0.07
H 3.429 -0.648 -0.481 0.07
H 2.687 0.781 -1.209 0.07
H 1.290 -1.722 -0.354 0.11
H -0.851 1.838 0.365 0.07
H 0.891 1.960 0.109 0.07
H -0.201 1.836 -1.279 0.09
H -0.990 -1.806 0.204 0.11
H -1.460 -1.026 -1.299 0.11
H -2.761 0.704 -0.038 0.07
H -3.272 -0.939 0.335 0.07
H -2.296 -0.041 1.500 0.06
H 0.518 -0.221 1.757 0.07
H 0.070 0.113 2.249 0.08
```

Output
orbital gap	9.80	eV
structure (SMILES)	C/C=C(\C)CC.[H][H]
molar mass	86.2	g/mol
2S+1	1
net charge	0
LUMO	1.18	eV


Most stable of them? #w.